# 1
The following is a quantum chemistry calculation of a 3-piece molecular cluster, C24H44ClO6 overall in a non-equilibrium geometry, from OMol25.

For the strongest force on any atom, the calculation gives 1.927 eV/Å. For the HOMO energy, the calculation gives -1.19 eV. The net charge is -1. The LUMO energy is 1.8 eV. For the orbital gap, the calculation gives 2.966 eV.

Positions of all 75 atoms, in Å:
Cl: 8.471 2.878 -6.271
C: 8.081 1.084 -6.427
C: 8.868 0.332 -5.362
C: 8.394 -1.137 -5.118
C: 7.714 -1.880 -6.291
C: 6.199 -1.561 -6.469
C: 5.387 -1.432 -5.184
C: 3.996 -0.822 -5.473
C: 3.418 -0.766 -6.717
C: 2.189 -0.161 -6.833
C: 1.534 0.360 -5.759
C: 2.102 0.312 -4.504
C: 3.332 -0.278 -4.397
H: 8.335 0.820 -7.449
H: 7.010 1.025 -6.253
H: 9.935 0.418 -5.604
H: 8.747 0.905 -4.430
H: 7.817 -1.170 -4.187
H: 9.310 -1.705 -4.890
H: 8.195 -1.488 -7.207
H: 6.065 -0.682 -7.133
H: 5.763 -2.401 -7.034
H: 5.828 -0.728 -4.473
H: 5.222 -2.387 -4.675
H: 3.921 -1.164 -7.587
H: 1.718 -0.092 -7.811
H: 0.555 0.825 -5.841
H: 1.586 0.723 -3.644
H: 3.780 -0.301 -3.405
C: 2.198 -1.667 1.531
O: 1.205 -0.668 1.618
C: 1.638 0.564 1.065
C: 0.454 1.437 0.706
O: -0.172 1.075 -0.517
C: -0.960 -0.108 -0.508
C: -2.284 0.046 0.210
O: -2.111 -0.040 1.616
C: -3.151 0.595 2.323
H: 3.094 -1.379 2.092
H: 1.788 -2.582 1.957
H: 2.461 -1.861 0.485
H: 2.242 0.387 0.167
H: 2.253 1.077 1.817
H: 0.827 2.451 0.545
H: -0.269 1.485 1.522
H: -0.394 -0.958 -0.124
H: -1.175 -0.312 -1.559
H: -2.960 -0.764 -0.098
H: -2.732 1.010 -0.061
H: -3.187 1.662 2.077
H: -2.945 0.497 3.388
H: -4.116 0.126 2.101
C: -4.217 -1.389 6.847
O: -5.210 -0.388 6.923
C: -4.758 0.851 6.402
C: -5.936 1.727 6.025
O: -6.530 1.376 4.779
C: -7.305 0.183 4.770
C: -8.642 0.316 5.468
O: -8.490 0.224 6.875
C: -9.548 0.842 7.571
H: -3.337 -1.113 7.438
H: -4.641 -2.308 7.247
H: -3.926 -1.566 5.805
H: -4.130 0.688 5.519
H: -4.163 1.348 7.180
H: -5.566 2.745 5.889
H: -6.680 1.758 6.823
H: -6.735 -0.662 5.159
H: -7.501 -0.018 3.714
H: -9.303 -0.500 5.145
H: -9.098 1.276 5.195
H: -9.598 1.911 7.332
H: -9.355 0.735 8.637
H: -10.507 0.365 7.334

Atomic partial charges in e from the Mulliken method, atoms 1 to 2:
1. Cl -0.30
2. C -0.20

---

# 2
The following is a quantum chemistry calculation of C24H29IrN4O4P2 as an isolated structure in a non-equilibrium geometry, from OMol25.

For the strongest force on any atom, the calculation gives 4.991 eV/Å. For the HOMO energy (spin up / spin down), the calculation gives -17.64 / -17.64 eV. The net charge is +3. Its spin multiplicity is 2. The LUMO energy (spin up / spin down) is -10.0 / -12.9 eV. The relative energy (zero: lowest compared OMol25 entry of this formula, charge and spin) comes out at 50.0 kcal per mole. For the orbital gap (spin up / spin down), the calculation gives 7.634 / 4.739 eV.

Positions of all 64 atoms, in Å:
Ir: 0.579 -1.261 0.247
O: -3.301 0.048 -1.387
C: -2.049 -0.242 -1.069
O: -1.761 -1.224 -0.346
C: -1.024 0.626 -1.586
C: -1.226 1.685 -2.495
C: -0.171 2.481 -2.855
C: 1.118 2.227 -2.337
C: 1.243 1.149 -1.504
N: 0.247 0.370 -1.130
C: 2.681 0.801 -0.846
O: 3.554 1.534 -1.197
O: 2.599 -0.181 -0.095
H: -3.931 -0.628 -1.081
H: -2.220 1.831 -2.890
H: -0.297 3.301 -3.542
H: 1.977 2.833 -2.578
C: 1.945 -3.500 2.822
P: 0.927 -3.384 1.322
C: -0.663 -4.186 1.689
C: 1.754 -4.517 0.135
C: 1.138 -4.358 -1.244
P: 1.057 -2.589 -1.745
C: 2.669 -2.211 -2.491
C: -0.128 -2.582 -3.120
H: 2.081 -4.559 3.053
H: 1.467 -3.012 3.669
H: 2.922 -3.047 2.655
H: -0.500 -5.251 1.860
H: -1.361 -4.058 0.864
H: -1.110 -3.757 2.583
H: 1.624 -5.542 0.497
H: 2.824 -4.301 0.119
H: 0.120 -4.754 -1.254
H: 1.715 -4.903 -1.996
H: 2.903 -3.005 -3.204
H: 3.454 -2.151 -1.738
H: 2.626 -1.267 -3.034
H: 0.226 -3.288 -3.874
H: -0.196 -1.595 -3.574
H: -1.112 -2.896 -2.775
C: -0.487 0.635 4.127
C: -0.270 -0.180 3.024
N: 0.013 0.311 1.817
C: 0.056 1.629 1.659
C: -0.145 2.539 2.706
C: -0.406 2.004 3.977
C: 0.032 3.970 2.553
C: -0.413 4.805 1.591
C: -1.379 4.492 0.569
C: -1.644 5.424 -0.466
C: -2.695 5.093 -1.297
N: -3.375 3.982 -1.134
C: -3.071 3.115 -0.198
N: -2.086 3.367 0.623
H: -0.702 0.195 5.088
H: -0.322 -1.256 3.118
H: 0.309 2.008 0.680
H: -0.547 2.663 4.823
H: 0.586 4.428 3.365
H: -0.105 5.840 1.620
H: -1.083 6.339 -0.578
H: -3.020 5.754 -2.098
H: -3.647 2.207 -0.096

Atomic partial charges in e from the Mulliken method, atoms 1 to 2:
1. Ir 2.19
2. O -0.40

---

# 3
The following is a quantum chemistry calculation of the molecule C6H11NO in a non-equilibrium geometry, from OMol25.

For the strongest force on any atom, the calculation gives 1.319 eV/Å. The structure (SMILES) is CC(=O)N1CCCC1. For the HOMO energy, the calculation gives -8.99 eV. The net charge is 0. The LUMO energy is 0.8 eV. The relative energy (zero: lowest compared OMol25 entry of this formula, charge and spin) comes out at 3.9 kcal per mole. For the orbital gap, the calculation gives 9.813 eV.

Positions of all 19 atoms, in Å:
C: -0.606 -0.023 2.409
C: 0.114 0.682 1.292
O: 0.892 1.603 1.453
N: -0.100 0.173 0.038
C: -1.070 -0.838 -0.344
C: -0.587 -1.393 -1.684
C: 0.768 -0.673 -1.991
C: 0.796 0.528 -1.077
H: -0.096 -0.982 2.538
H: -0.599 0.557 3.329
H: -1.656 -0.245 2.203
H: -2.058 -0.368 -0.464
H: -1.207 -1.603 0.412
H: -1.279 -1.154 -2.481
H: -0.422 -2.468 -1.653
H: 1.596 -1.329 -1.789
H: 0.723 -0.365 -3.028
H: 0.420 1.445 -1.529
H: 1.777 0.740 -0.650

Atomic partial charges in e from the Mulliken method, atoms 1 to 2:
1. C -1.22
2. C 0.76

---

# 4
The following is a quantum chemistry calculation of C10H10Cl3MnN5OS as an isolated structure, from OMol25.

For the strongest force on any atom, the calculation gives 0.293 eV/Å. For the HOMO energy (spin up / spin down), the calculation gives -11.73 / -11.83 eV. The net charge is +1. Its spin multiplicity is 5. The LUMO energy (spin up / spin down) is -4.0 / -4.3 eV. For the orbital gap (spin up / spin down), the calculation gives 7.683 / 7.519 eV.

Positions of all 31 atoms, in Å:
Mn: -0.726 0.658 -0.441
N: -3.958 0.506 2.434
C: -2.817 0.535 1.742
S: -2.947 0.778 0.008
N: -1.695 0.377 2.404
N: -0.624 0.434 1.581
C: 0.556 0.399 2.089
C: 1.678 0.485 1.156
C: 3.005 0.428 1.537
C: 3.981 0.501 0.549
C: 3.606 0.627 -0.778
C: 2.256 0.688 -1.085
N: 1.323 0.619 -0.139
H: -4.840 0.654 1.979
H: -3.926 0.397 3.434
H: 0.694 0.316 3.161
H: 3.268 0.327 2.581
H: 5.027 0.459 0.819
H: 4.341 0.686 -1.567
H: 1.892 0.810 -2.098
C: -1.291 2.489 -2.619
O: -0.749 1.288 -2.102
H: -0.805 3.366 -2.183
H: -2.365 2.553 -2.430
H: -1.128 2.501 -3.697
Cl: -1.874 -4.586 -2.309
C: -0.629 -4.220 -1.120
Cl: -0.975 -4.998 0.425
Cl: 0.970 -4.676 -1.711
C: -0.626 -2.765 -0.897
N: -0.623 -1.636 -0.724

Atomic partial charges in e from the Mulliken method, atoms 1 to 2:
1. Mn 0.22
2. N -0.37

---

# 5
The following is a quantum chemistry calculation of the molecule C7H14N2 in a non-equilibrium geometry, from OMol25.

For the strongest force on any atom, the calculation gives 4.239 eV/Å. For the HOMO energy (spin up / spin down), the calculation gives -7.21 / -7.22 eV. The net charge is 0. The LUMO energy (spin up / spin down) is 0.9 / 0.9 eV. The relative energy (zero: lowest compared OMol25 entry of this formula, charge and spin) comes out at 143.8 kcal per mole. For the orbital gap (spin up / spin down), the calculation gives 8.083 / 8.077 eV.

Positions of all 23 atoms, in Å:
C: -0.373 -0.135 -0.966
C: 0.934 -0.153 -0.826
C: -1.322 0.026 0.323
C: -1.128 -0.203 -2.291
C: 2.319 -0.165 -1.188
C: 0.576 1.770 1.250
C: -0.574 -1.529 1.911
N: 0.679 0.373 1.477
N: -0.529 -0.188 1.435
H: -1.759 1.085 0.300
H: -2.297 -0.534 0.068
H: -1.999 0.589 -2.248
H: -1.765 -1.151 -2.264
H: -0.530 -0.312 -3.167
H: 2.646 0.952 -1.210
H: 2.505 -0.466 -2.193
H: 2.813 -0.580 -0.333
H: -0.260 2.299 1.817
H: 1.572 2.246 1.636
H: 0.299 2.050 0.177
H: -0.269 -1.754 2.995
H: -1.566 -1.924 1.760
H: 0.028 -2.296 1.537

Atomic partial charges in e from the Mulliken method, atoms 1 to 2:
1. C 1.10
2. C 0.14

---

Question: The highest strongest force on any atom belongs to which entry?
Answer: C24H29IrN4O4P2

---

Question: What is the net charge in the fourth record?
Answer: +1